1) A 2-piece molecular cluster, C5H9NO3 overall. Source: the OMol25 dataset; level of theory: the ωB97M-V functional and the def2-TZVPD basis.

```
18
Properties=species:S:1:pos:R:3
N -0.86 2.77 1.89
C -1.53 3.20 3.01
C -1.13 3.10 4.32
C -2.01 3.86 5.16
O -2.03 3.90 6.39
C -2.95 4.67 4.27
C -2.64 4.22 2.84
O -2.32 5.25 1.93
H -0.62 3.48 1.21
H -0.14 2.07 2.01
H -0.32 2.46 4.69
H -4.00 4.51 4.56
H -2.73 5.74 4.41
H -3.50 3.71 2.40
H -1.58 5.76 2.27
H -2.39 1.10 1.60
O -3.23 0.85 2.16
H -2.90 0.38 2.93
```

Computed properties:
SMILES ... NC1=CC(=O)C[C@H]1O.O
HOMO ... -9.2 eV
HOMO-LUMO gap ... 9.575 eV

2) One molecule with the formula C5H9NO3. Source: the OMol25 dataset; level of theory: the ωB97M-V functional and the def2-TZVPD basis.

```
18
Properties=species:S:1:pos:R:3
C -0.97 0.01 -1.91
N -0.80 0.16 -0.47
C 0.35 0.88 -0.02
C 1.17 0.87 1.25
C 1.56 -0.01 0.10
O 1.21 -1.36 0.19
C -1.45 -0.76 0.29
O -2.30 -1.53 -0.12
H -1.03 -1.02 -2.26
H -1.90 0.51 -2.21
H -0.06 0.35 -2.41
H 0.50 1.82 -0.57
H 1.79 1.74 1.46
H 0.92 0.32 2.16
H 2.45 0.23 -0.49
O -1.32 -0.71 1.81
H 0.88 -1.66 1.21
H -0.99 0.18 2.01
```

Computed properties:
SMILES ... CN(C(=O)O)[C@H]1C[C@H]1O
HOMO ... -9.3 eV
HOMO-LUMO gap ... 9.921 eV

1) has the most favorable energy; the next structure is 160.9 kJ/mol above.

1) A 2-piece molecular cluster, C8H13N2 overall. Source: the OMol25 dataset; level of theory: the ωB97M-V functional and the def2-TZVPD basis.

```
23
Properties=species:S:1:pos:R:3
C -2.21 -0.58 1.61
C -2.98 -0.70 0.56
C -0.80 0.08 -2.80
C -0.06 0.26 -1.73
C 1.54 1.11 -0.01
C 3.00 1.40 -0.37
C 1.05 1.54 1.33
C -1.01 -2.38 0.39
N 0.74 0.62 -0.91
N -1.33 -0.96 0.48
H -2.01 -0.24 2.59
H -3.82 -0.64 -0.09
H -0.36 -0.14 -3.77
H -1.82 -0.33 -2.49
H 3.57 0.43 -0.27
H 3.56 1.90 0.45
H 3.17 1.86 -1.31
H 0.06 2.12 1.25
H 0.60 0.83 2.10
H 1.84 2.11 1.80
H 0.05 -2.38 0.80
H -1.60 -3.15 1.04
H -1.19 -2.75 -0.64
```

Computed properties:
Charge ... +1
HOMO ... -12.1 eV
HOMO-LUMO gap ... 7.074 eV

2) An isolated ion of composition C8H13N2 and charge +1. Source: the OMol25 dataset; level of theory: the ωB97M-V functional and the def2-TZVPD basis.

```
23
Properties=species:S:1:pos:R:3
C -1.30 0.19 -0.24
C 1.08 -2.36 -0.01
C 0.45 -1.18 -0.13
C 0.95 0.16 -0.41
C -3.63 -0.11 0.50
C 3.17 0.61 0.64
C -2.63 0.83 -0.17
C 2.33 0.58 -0.65
N -0.10 0.95 -0.45
N -1.06 -1.04 -0.10
H 0.50 -3.26 0.14
H 2.15 -2.44 -0.07
H -3.33 -0.32 1.52
H -3.68 -1.05 -0.04
H -4.62 0.35 0.51
H 2.79 1.35 1.34
H 4.19 0.88 0.37
H 3.18 -0.36 1.12
H -2.96 1.07 -1.18
H -2.55 1.77 0.38
H 2.79 -0.13 -1.34
H 2.34 1.57 -1.10
H -0.07 1.95 -0.62
```

Computed properties:
Charge ... +1
SMILES ... C=C1N=C(CC)[NH+]=C1CC
HOMO ... -14.6 eV
HOMO-LUMO gap ... 9.019 eV

2) has the most favorable energy; the next structure is 648.5 kJ/mol above.

1) CH3ClNO2S as an isolated structure. Source: the OMol25 dataset; level of theory: the ωB97M-V functional and the def2-TZVPD basis.

```
9
Properties=species:S:1:pos:R:3
C 0.91 -0.11 0.47
N -0.30 0.51 0.79
O -2.29 1.84 0.59
O 0.88 -1.50 0.10
S -1.20 1.28 -0.16
Cl -1.69 -0.55 -1.94
H 1.53 0.31 -0.44
H 1.74 -0.19 1.32
H 0.43 -1.61 -0.73
```

Computed properties:
Charge ... -1
HOMO ... -4.6 eV
HOMO-LUMO gap ... 8.472 eV

2) CH3ClNO2S as an isolated structure. Source: the OMol25 dataset; level of theory: the ωB97M-V functional and the def2-TZVPD basis.

```
9
Properties=species:S:1:pos:R:3
C 0.08 -0.15 -0.02
N 1.73 -1.17 0.03
O -0.09 -2.99 -0.29
O 1.96 -3.66 0.85
S 0.87 -2.71 0.79
Cl 2.01 -1.41 -1.65
H -0.55 -1.12 -0.41
H -0.08 0.11 0.95
H 0.33 0.60 -0.72
```

Computed properties:
Charge ... -1
HOMO ... -3.9 eV
HOMO-LUMO gap ... 7.851 eV

1) has the most favorable energy; the next structure is 253.4 kJ/mol above.

1) A 7-piece molecular cluster, C30H80N6O11 overall. Source: the OMol25 dataset; level of theory: the ωB97M-V functional and the def2-TZVPD basis.

```
127
Properties=species:S:1:pos:R:3
N -1.11 -0.88 -0.07
H -0.21 -1.23 -0.28
H -1.59 -1.83 0.02
H -1.33 -0.45 -0.84
H -1.10 -0.49 0.82
O -1.79 -3.06 -1.94
H -1.97 -3.91 -1.73
C 2.40 0.92 -3.83
O 1.14 0.25 -3.81
C 0.95 -0.60 -2.76
C 1.38 -2.06 -3.02
N 0.98 -2.78 -1.94
C 1.56 -4.09 -1.95
C 0.90 -5.08 -1.08
O 1.53 -6.40 -1.33
C 0.92 -7.51 -0.67
H 2.55 1.72 -4.49
H 2.95 0.08 -4.26
H 2.97 1.28 -2.86
H -0.09 -0.60 -2.48
H 1.26 -0.11 -1.94
H 2.60 -2.32 -3.14
H 0.82 -2.41 -3.97
H 0.12 -2.76 -1.83
H 2.46 -4.09 -1.52
H 1.75 -4.29 -3.08
H -0.09 -5.02 -1.28
H 0.93 -4.81 -0.04
H 0.98 -7.50 0.31
H 1.43 -8.47 -0.88
H -0.27 -7.45 -0.67
C -0.20 0.51 5.94
O -0.58 0.71 4.67
C -0.29 -0.31 3.68
C -1.35 -1.40 3.82
N -1.19 -2.40 2.81
C -1.98 -3.59 3.09
C -1.91 -4.53 1.85
O -2.80 -5.57 2.30
C -3.11 -6.46 1.25
H -0.51 1.27 6.80
H 0.85 0.45 6.04
H -0.41 -0.61 5.94
H 0.96 -0.63 3.77
H -0.62 0.41 2.95
H -2.43 -0.99 4.05
H -0.93 -1.78 4.66
H -0.17 -2.68 2.66
H -3.06 -3.50 3.65
H -1.49 -3.98 3.99
H -1.06 -4.95 1.66
H -2.12 -4.25 0.84
H -3.56 -7.52 1.70
H -2.37 -6.86 0.95
H -3.91 -6.27 0.51
C 2.37 -1.60 1.21
O 1.74 -0.32 1.03
C 2.83 0.75 0.83
C 3.72 1.05 2.08
N 4.63 2.11 1.78
C 5.60 2.40 2.84
C 6.60 3.40 2.25
O 7.65 3.36 3.20
C 8.71 4.22 2.90
H 1.48 -2.37 1.22
H 2.91 -1.56 1.98
H 2.86 -2.15 0.41
H 2.21 1.48 0.60
H 3.25 0.56 -0.18
H 4.17 0.13 1.89
H 3.17 0.87 2.92
H 3.93 2.90 1.79
H 5.99 1.49 3.18
H 5.02 2.86 3.50
H 6.06 4.24 2.06
H 7.10 2.99 1.27
H 9.45 4.16 3.66
H 8.37 5.12 2.56
H 9.32 3.86 1.99
C -6.07 -3.93 1.12
O -6.18 -2.88 0.16
C -4.84 -2.39 -0.22
C -5.12 -1.58 -1.47
N -3.78 -1.14 -1.94
C -3.89 -0.37 -3.20
C -2.62 0.01 -3.79
O -2.91 0.65 -5.08
C -1.73 0.66 -5.92
H -5.79 -3.60 2.09
H -5.61 -4.76 0.79
H -7.15 -4.44 1.36
H -4.38 -3.29 -0.47
H -4.41 -2.10 0.67
H -5.79 -0.78 -1.12
H -5.70 -2.25 -2.32
H -3.16 -2.05 -1.82
H -4.57 0.31 -3.03
H -4.29 -1.19 -4.08
H -2.21 -1.00 -3.66
H -2.06 0.59 -3.18
H -1.90 1.13 -6.92
H -1.63 -0.45 -6.01
H -0.84 1.24 -5.59
C -2.82 2.46 -0.63
O -1.47 2.25 -0.27
C -0.50 3.28 -0.61
C -0.99 4.77 -0.34
N -0.04 5.70 -0.77
C -0.30 7.06 -0.26
C 0.83 7.99 -0.77
O 0.34 9.32 -0.48
C 1.29 10.34 -0.83
H -3.08 2.73 -1.65
H -3.34 3.10 -0.10
H -3.43 1.50 -0.50
H -0.37 3.21 -1.72
H 0.63 3.00 -0.46
H -1.22 4.90 0.64
H -2.02 4.99 -0.84
H -0.04 5.81 -1.78
H -0.39 7.11 0.80
H -1.25 7.53 -0.66
H 0.68 7.73 -1.87
H 1.83 7.77 -0.46
H 2.33 10.00 -0.61
H 0.96 11.26 -0.29
H 1.02 10.67 -1.87
```

Computed properties:
HOMO ... -7.5 eV
HOMO-LUMO gap ... 7.772 eV

2) A 7-piece molecular cluster, C30H80N6O11 overall. Source: the OMol25 dataset; level of theory: the ωB97M-V functional and the def2-TZVPD basis.

```
127
Properties=species:S:1:pos:R:3
N -2.86 -2.77 -0.57
H -2.15 -3.12 -0.13
H -3.78 -3.20 -0.26
H -2.83 -2.82 -1.63
H -2.95 -1.76 -0.43
O -0.62 -0.89 -0.80
H -0.32 -0.15 -1.04
C -0.09 -3.35 -5.66
O -0.72 -2.13 -5.54
C -1.19 -1.91 -4.21
C -1.64 -0.58 -4.02
N -2.16 -0.20 -2.67
C -2.49 1.13 -2.42
C -3.88 1.62 -3.07
O -4.17 3.00 -2.77
C -3.48 4.04 -3.52
H -0.65 -4.16 -5.19
H 1.06 -3.23 -5.48
H -0.31 -3.39 -6.81
H -0.25 -1.87 -3.40
H -2.02 -2.72 -3.93
H -2.27 -0.21 -4.98
H -0.90 0.07 -4.24
H -1.66 -0.56 -1.73
H -1.75 1.98 -2.60
H -2.88 1.07 -1.42
H -4.62 0.96 -2.71
H -3.86 1.24 -4.07
H -2.47 3.83 -3.45
H -3.56 4.90 -3.08
H -3.84 3.91 -4.56
C -5.05 -6.11 0.87
O -5.08 -4.99 1.68
C -5.24 -3.79 0.92
C -4.56 -2.74 1.75
N -4.51 -1.45 1.06
C -3.77 -0.35 1.76
C -3.46 0.76 0.73
O -2.65 1.73 1.51
C -2.55 2.99 0.77
H -4.38 -5.87 0.05
H -5.96 -6.10 0.70
H -4.80 -6.99 1.18
H -6.33 -3.79 0.87
H -4.82 -3.66 -0.05
H -3.48 -3.16 1.86
H -5.05 -2.68 2.65
H -5.46 -1.25 0.99
H -2.73 -0.65 1.94
H -4.17 -0.14 2.67
H -4.49 1.31 0.61
H -3.02 0.42 -0.16
H -1.93 2.74 0.01
H -2.15 3.86 1.22
H -3.44 3.14 0.49
C -0.50 -0.80 4.61
O -0.92 -2.09 4.27
C -1.01 -2.35 2.86
C 0.32 -2.89 2.31
N 0.17 -3.24 0.93
C 1.37 -3.72 0.32
C 1.22 -3.84 -1.27
O 2.28 -4.52 -1.84
C 2.23 -4.36 -3.23
H 0.16 -0.26 3.89
H 0.05 -0.74 5.49
H -1.25 0.00 4.38
H -1.30 -1.48 2.24
H -1.76 -2.87 2.58
H 0.66 -3.79 2.84
H 1.29 -2.19 2.45
H -0.07 -2.28 0.36
H 1.65 -4.70 0.81
H 2.43 -3.08 0.68
H 1.24 -2.80 -1.56
H 0.34 -4.49 -1.55
H 2.65 -3.36 -3.65
H 1.17 -4.62 -3.58
H 3.04 -5.06 -3.63
C 7.85 -2.65 4.43
O 6.63 -2.03 3.95
C 6.32 -2.44 2.62
C 5.62 -1.27 1.99
N 5.08 -1.56 0.60
C 4.36 -0.58 -0.03
C 4.16 -0.99 -1.54
O 3.64 0.15 -2.22
C 2.17 0.17 -2.30
H 8.22 -3.55 3.91
H 7.92 -2.73 5.59
H 8.76 -2.12 4.04
H 5.66 -3.43 2.54
H 7.28 -2.50 2.07
H 6.38 -0.40 1.82
H 4.81 -0.67 2.39
H 5.72 -1.89 0.00
H 4.92 0.29 -0.19
H 3.38 -0.28 0.54
H 3.49 -1.71 -1.54
H 5.10 -1.27 -1.97
H 1.86 1.00 -2.73
H 1.66 -0.03 -1.39
H 1.91 -0.80 -2.86
C 2.49 10.74 0.91
O 1.68 9.73 1.57
C 1.51 8.58 0.89
C 0.95 7.46 1.94
N 1.11 6.21 1.25
C 0.66 5.09 2.07
C 0.75 3.80 1.22
O 0.16 2.77 1.93
C 0.18 1.61 1.05
H 2.40 10.93 -0.16
H 3.55 10.47 0.84
H 2.43 11.73 1.26
H 2.36 8.10 0.74
H 0.82 8.63 -0.11
H -0.11 7.87 2.17
H 1.63 7.44 2.73
H 0.36 6.27 0.53
H -0.52 5.17 2.21
H 1.05 4.94 2.98
H 1.74 3.26 1.06
H 0.41 4.07 0.14
H -0.32 0.94 1.68
H 1.11 1.35 0.87
H -0.33 1.72 0.15
```

Computed properties:
HOMO ... -7.5 eV
HOMO-LUMO gap ... 7.478 eV

2) has the most favorable energy; the next structure is 146.9 kJ/mol above.